Below is C48H35IN2O6P2STi as an isolated structure in a non-equilibrium geometry, with properties calculated with wB97M-V/def2-TZVPD.

XYZ file:
```
96
Properties=species:S:1:pos:R:3:forces:R:3:mulliken_charge:R:1
Ti 0.683385 -0.349785 -0.045055 -3.44 1.59 -1.76 -0.749
O 5.574038 -1.610997 3.137511 0.11 0.04 -0.07 -0.547
C 4.453995 -1.266465 2.494506 -0.31 0.04 -0.08 0.553
C 3.178958 -1.483895 3.034828 0.06 -0.02 0.11 -0.781
C 2.089208 -1.101028 2.289257 0.12 0.19 -0.24 0.377
N 2.240116 -0.524245 1.096607 2.12 -0.23 1.58 0.884
C 3.447959 -0.328637 0.552578 -0.34 0.01 0.13 0.570
C 4.589458 -0.689820 1.222827 0.24 0.06 0.07 -0.977
C 3.278883 0.225222 -0.857522 0.77 0.05 -0.01 0.385
O 4.195709 0.485493 -1.585370 -0.08 -0.09 0.11 -0.691
O 1.992133 0.294784 -1.150565 1.65 0.54 -1.31 -0.337
C 0.612273 -1.312367 2.571890 0.19 -0.18 0.56 0.098
O 0.198455 -1.875595 3.550462 0.09 0.07 -0.05 -0.694
O -0.109494 -0.837962 1.576480 -0.46 -0.78 1.63 0.182
H 5.376676 -1.995828 3.998612 0.00 -0.02 0.06 0.329
H 3.044355 -1.951410 4.002645 -0.05 -0.01 -0.01 0.502
H 5.573502 -0.540563 0.799182 -0.04 0.02 -0.07 0.654
O -0.197941 2.524204 -2.968046 0.30 0.10 -0.27 -0.895
S -0.753695 1.634225 -1.936877 -1.01 0.51 -0.19 1.959
C -2.244709 0.902554 -2.642018 0.15 -0.30 0.26 -0.267
C -2.893167 1.526221 -3.695533 0.14 0.12 -0.13 -0.348
C -4.076001 0.985445 -4.170168 0.02 0.01 0.02 -0.834
C -4.589693 -0.174745 -3.600430 -0.04 -0.05 -0.01 -0.798
C -3.906251 -0.820314 -2.584045 0.00 0.05 -0.01 -0.804
C -2.715735 -0.284474 -2.098930 0.09 0.24 0.19 0.075
P -1.609761 -1.240959 -0.989972 -0.94 -0.60 -0.77 1.731
C -1.236361 -2.485969 -2.296672 -0.01 -0.02 0.07 1.593
C -1.869758 -3.713514 -2.454738 0.04 0.01 0.06 -0.890
C -1.540616 -4.535313 -3.525969 -0.03 -0.03 -0.02 -0.823
C -0.612597 -4.122410 -4.468000 -0.03 -0.02 -0.01 -0.798
C -0.018072 -2.873651 -4.346944 0.08 0.05 -0.05 -0.732
C -0.321427 -2.065613 -3.265183 -0.05 -0.05 0.12 -1.043
C -2.764530 -1.986244 0.200941 0.11 0.13 0.07 0.649
C -2.665641 -3.296509 0.662886 0.00 0.05 0.00 -0.277
C -3.511368 -3.747765 1.665850 0.04 -0.03 0.02 -1.151
C -4.445684 -2.892806 2.227785 0.01 -0.02 0.03 -0.784
C -4.531633 -1.578413 1.791018 -0.01 0.04 0.03 -0.757
C -3.693952 -1.124642 0.786522 0.03 -0.05 -0.06 -0.918
C -1.612057 2.719158 -0.739703 0.33 -0.19 0.22 0.558
C -2.809646 3.352993 -1.034701 -0.02 -0.01 -0.12 -0.650
C -3.343687 4.268218 -0.142867 -0.03 0.01 -0.04 -0.931
C -2.681952 4.554016 1.040276 0.01 0.02 0.04 -0.940
C -1.485515 3.922836 1.338556 0.02 0.00 -0.09 -1.165
C -0.933899 3.000537 0.451605 -0.07 -0.17 -0.14 0.312
P 0.611988 2.092094 0.827035 -0.01 1.15 0.48 2.907
C 0.816108 2.469389 2.607500 -0.04 -0.15 -0.03 0.022
C 1.496229 3.608686 3.041450 -0.03 -0.05 0.04 -0.313
C 1.560246 3.912253 4.392429 0.00 -0.01 -0.03 -0.807
C 0.946040 3.085016 5.323237 0.02 0.05 0.01 -0.706
C 0.258373 1.958913 4.899228 -0.03 -0.02 0.06 -0.798
C 0.187644 1.653680 3.547627 -0.03 0.04 -0.02 -0.326
C 1.925892 3.125645 0.088195 0.00 -0.03 0.13 0.696
C 3.221246 2.963439 0.588365 -0.03 -0.07 -0.07 -0.186
C 4.280314 3.666371 0.044041 0.03 -0.05 0.01 -0.952
C 4.057836 4.539427 -1.011429 0.01 0.02 -0.03 -0.827
C 2.772844 4.726713 -1.492085 -0.01 0.08 -0.02 -0.831
C 1.703954 4.034027 -0.939050 0.01 -0.08 0.03 -0.729
H -2.457055 2.417028 -4.132225 -0.01 0.00 0.01 0.660
H -4.601276 1.468956 -4.982821 0.02 -0.01 -0.02 0.426
H -5.513600 -0.595213 -3.975445 0.00 0.01 0.01 0.475
H -4.282690 -1.752784 -2.181653 -0.01 0.01 0.01 0.496
H -2.633873 -4.033692 -1.760429 0.02 -0.02 0.01 0.533
H -2.025729 -5.497729 -3.627114 -0.01 0.01 -0.01 0.486
H -0.367463 -4.761118 -5.306298 0.00 0.00 0.01 0.420
H 0.683836 -2.531168 -5.097116 -0.01 0.01 0.02 0.517
H 0.141609 -1.085805 -3.177814 0.08 -0.02 -0.03 0.364
H -1.933973 -3.978096 0.249290 -0.02 -0.01 0.00 0.206
H -3.429747 -4.769903 2.012206 0.00 0.01 0.00 0.457
H -5.099223 -3.247831 3.013425 -0.01 0.01 -0.01 0.414
H -5.247032 -0.902614 2.240996 -0.01 -0.01 -0.02 0.460
H -3.760312 -0.096336 0.448249 -0.04 0.01 0.03 0.434
H -3.333742 3.139025 -1.953864 -0.02 0.01 0.00 0.527
H -4.281079 4.755463 -0.375964 0.00 0.00 0.00 0.448
H -3.099116 5.268473 1.737583 0.00 0.00 0.00 0.448
H -0.978483 4.150379 2.265040 0.00 -0.01 0.03 0.510
H 1.968801 4.262733 2.322038 -0.01 0.03 0.06 0.473
H 2.086018 4.801758 4.714019 0.00 -0.01 0.02 0.467
H 0.993797 3.329687 6.376304 0.01 -0.02 0.00 0.413
H -0.231611 1.318493 5.621148 -0.01 -0.01 -0.02 0.479
H -0.387988 0.796520 3.227330 -0.04 0.04 0.02 0.398
H 3.387473 2.312308 1.439084 0.08 -0.05 -0.04 0.614
H 5.279246 3.531391 0.437859 -0.01 0.00 0.01 0.454
H 4.886620 5.078276 -1.450878 -0.01 0.01 0.00 0.402
H 2.592716 5.421837 -2.301497 0.00 -0.01 0.00 0.452
H 0.708749 4.208910 -1.319309 -0.03 -0.03 -0.06 0.295
I 0.454121 -6.019251 1.488873 0.12 0.20 -0.18 0.105
C 1.279994 -4.579891 0.211366 -0.17 -0.32 0.16 -1.053
C 2.288170 -4.895273 -0.684939 -0.04 0.16 -0.01 -0.390
C 2.749595 -3.879004 -1.506221 0.02 -0.19 -0.04 -1.763
C 2.210280 -2.613020 -1.402487 -0.12 0.03 -0.03 -0.183
N 1.239316 -2.300839 -0.526618 0.53 -1.83 -0.27 1.219
C 0.781119 -3.292680 0.257075 0.01 -0.10 -0.12 -0.099
H 2.690623 -5.896447 -0.750336 0.01 0.00 0.01 0.496
H 3.520218 -4.072142 -2.239456 0.01 0.05 0.01 0.601
H 2.554810 -1.824160 -2.054255 -0.03 0.05 -0.01 0.716
H -0.026066 -3.055901 0.934817 0.03 0.05 0.03 0.641
```
Forces are in eV/Å.

* Kohn-Sham gap (spin up / spin down): 0.2582 / 0.2822 Eh
* total charge: +1
* E_LUMO (spin up / spin down): -2.94 / -3.23 eV
* 2S+1: 2
* HOMO level (spin up / spin down): -9.96 / -10.91 eV
* energy relative to the best compared isomer or geometry (same formula, charge and spin): 0.0 kJ/mol